{"formula": "C18H45Br6NO7", "method": "ωB97M-V with the def2-TZVPD basis set", "multiplicity": 1, "homo_ev": -9.512, "e_lumo_ev": 0.39, "charge": 0, "species": ["C", "C", "C", "N", "C", "C", "H", "H", "H", "H", "H", "Br", "C", "C", "Br", "H", "H", "H", "H", "Br", "C", "C", "Br", "H", "H", "H", "H", "Br", "C", "C", "Br", "H", "H", "H", "H", "C", "O", "H", "H", "H", "H", "C", "O", "H", "H", "H", "H", "C", "O", "H", "H", "H", "H", "C", "O", "H", "H", "H", "H", "C", "O", "H", "H", "H", "H", "C", "O", "H", "H", "H", "H", "C", "O", "H", "H", "H", "H"], "positions_angstrom": [[-6.2549, -0.9599, 2.4669], [-5.1499, -0.1548, 2.7076], [-4.4706, 0.4403, 1.6530], [-4.8982, 0.3535, 0.3549], [-5.9067, -0.5089, 0.1090], [-6.6590, -1.0912, 1.1274], [-6.7879, -1.4098, 3.2807], [-4.7267, -0.0461, 3.6664], [-3.5064, 0.9860, 1.7756], [-6.2162, -0.8211, -0.8671], [-7.4937, -1.7524, 0.8310], [-0.2716, -0.9705, 2.0721], [-0.2005, 0.6298, 1.0344], [-0.2909, 0.3639, -0.4415], [-0.3117, 2.0638, -1.3780], [0.7297, 1.1458, 1.2058], [-0.9988, 1.2589, 1.3608], [-1.2048, -0.1290, -0.7942], [0.5099, -0.2073, -0.9342], [4.8677, 0.1222, 3.2741], [5.3977, -0.3475, 1.4096], [5.9909, 0.8056, 0.6626], [6.6616, 0.2336, -1.0849], [4.5583, -0.7170, 0.8304], [6.1521, -1.1665, 1.6114], [6.8785, 1.0580, 1.1773], [5.4081, 1.7729, 0.5147], [3.8210, 4.6622, 1.8262], [2.2734, 5.5054, 0.9076], [0.9751, 4.9727, 1.2705], [-0.3635, 6.0372, 0.3541], [2.5078, 5.4018, -0.1694], [2.3857, 6.5844, 1.1006], [0.7585, 5.0232, 2.3556], [0.8175, 3.9332, 0.9589], [-4.1204, -1.2616, -2.7572], [-3.4160, -1.4046, -1.5114], [-3.7882, -2.0719, -3.3331], [-5.1974, -1.3080, -2.6462], [-3.8513, -0.3304, -3.2128], [-3.5435, -0.5834, -0.9945], [4.9390, -2.6985, -2.3372], [4.0000, -1.9445, -1.5732], [5.8833, -2.4125, -2.1012], [4.7193, -3.6872, -2.0038], [4.9123, -2.6024, -3.4443], [3.1173, -2.3221, -1.7980], [-1.2924, -4.2814, -1.7409], [-1.0018, -2.8879, -1.4794], [-1.8935, -4.6697, -0.9893], [-1.6413, -4.5208, -2.7272], [-0.3314, -4.7577, -1.6080], [-1.8043, -2.3963, -1.5377], [1.4592, -1.4307, -3.4756], [1.5658, -2.4126, -2.4882], [2.2940, -0.7457, -3.3918], [1.4467, -1.7581, -4.5253], [0.6267, -0.7921, -3.3008], [0.6984, -2.6882, -2.0857], [-1.5509, -4.6268, 3.6171], [-0.7052, -5.6925, 3.8358], [-1.1090, -3.6715, 3.8498], [-1.8106, -4.6227, 2.5331], [-2.4459, -4.7380, 4.2245], [0.0901, -5.5012, 3.3464], [-2.4305, 3.9276, 2.6476], [-2.2740, 3.0295, 1.5246], [-3.4889, 3.7889, 2.9747], [-1.8330, 3.5543, 3.4776], [-2.1266, 4.9112, 2.3725], [-2.5158, 3.4546, 0.7200], [4.2532, 3.1902, -2.5126], [2.9779, 3.7461, -2.1947], [4.1838, 2.3924, -3.2451], [4.8977, 4.0152, -2.8054], [4.7432, 2.6816, -1.6415], [2.3828, 3.0569, -1.8918]], "mulliken_charge": [-0.30, -0.77, 0.19, -0.52, 0.20, -0.57, 0.44, 0.44, 0.30, 0.22, 0.34, -0.16, -0.23, 0.41, -0.21, 0.49, -0.10, -0.43, 0.20, -0.18, -0.54, -0.29, -0.16, 0.28, 0.35, 0.39, 0.10, -0.18, -0.71, -0.01, -0.17, 0.38, 0.42, 0.36, -0.07, -0.69, -0.61, 0.30, 0.23, 0.31, 0.27, -0.76, -0.20, 0.28, 0.32, 0.25, 0.27, -0.83, -0.39, 0.35, 0.31, 0.29, 0.33, -0.65, -0.50, 0.26, 0.25, 0.25, 0.41, -0.28, -0.51, 0.12, 0.11, 0.26, 0.30, -0.66, -0.25, 0.25, 0.26, 0.24, 0.21, -0.22, -0.41, 0.27, 0.29, -0.12, 0.20]}

***

{"formula": "C42H21CdF15GeN4O4S2", "method": "ωB97M-V with the def2-TZVPD basis set", "e_above_lowest_kj_mol": 1.5, "multiplicity": 1, "homo_ev": -7.451, "e_lumo_ev": -0.58, "charge": 0, "species": ["Cd", "C", "C", "N", "C", "C", "C", "C", "C", "C", "C", "C", "C", "N", "C", "H", "H", "H", "H", "H", "H", "H", "H", "F", "C", "C", "C", "F", "C", "F", "C", "F", "C", "F", "Ge", "S", "C", "C", "F", "C", "F", "C", "F", "C", "F", "C", "F", "C", "C", "F", "C", "F", "C", "F", "C", "F", "C", "F", "S", "C", "N", "C", "C", "C", "N", "H", "H", "H", "H", "H", "H", "H", "H", "O", "C", "O", "C", "C", "C", "C", "O", "C", "O", "C", "C", "H", "H", "H", "H", "H"], "positions_angstrom": [[-1.2727, 0.6881, -0.8169], [1.1760, 4.9319, -0.0935], [0.8260, 3.6176, -0.4522], [-0.4496, 3.2159, -0.6648], [-1.4366, 4.1110, -0.5501], [-1.1912, 5.4600, -0.1698], [0.1374, 5.8486, 0.0667], [-2.3068, 6.3605, -0.0872], [-3.5924, 5.9725, -0.4302], [-3.8444, 4.6037, -0.8227], [-5.1261, 4.1265, -1.2171], [-5.2899, 2.7961, -1.4889], [-4.1604, 1.9745, -1.4498], [-2.9397, 2.3802, -1.2303], [-2.7530, 3.6682, -0.8668], [2.2230, 5.2221, 0.0813], [1.5534, 2.8143, -0.5753], [0.3904, 6.8766, 0.3025], [-2.1492, 7.3873, 0.2357], [-4.3860, 6.7146, -0.3631], [-5.9529, 4.8291, -1.3163], [-6.2731, 2.3460, -1.6264], [-4.3147, 0.8922, -1.6287], [3.3334, 2.6868, 0.9573], [4.4553, 2.1643, 0.3814], [4.5126, 0.7915, 0.0062], [5.7700, 0.3189, -0.3342], [5.9326, -1.0127, -0.5213], [6.8769, 1.1339, -0.5110], [8.0641, 0.7119, -0.9899], [6.7675, 2.4870, -0.2181], [7.7553, 3.3159, -0.4886], [5.5518, 3.0131, 0.2696], [5.5610, 4.3112, 0.6210], [2.9355, -0.3251, -0.1286], [0.9552, 0.3319, 0.6244], [3.2665, -1.8337, 1.0801], [4.1102, -1.8202, 2.1919], [4.4702, -0.6805, 2.7949], [4.5426, -3.0282, 2.7522], [5.4632, -3.1048, 3.7598], [3.9834, -4.1973, 2.2493], [4.4148, -5.3421, 2.7402], [3.0198, -4.2192, 1.2515], [2.4523, -5.3900, 0.8647], [2.6514, -3.0159, 0.6688], [1.6829, -3.0207, -0.2647], [2.9051, -0.7862, -2.0455], [3.4051, -1.9742, -2.5546], [4.0579, -2.8933, -1.8082], [3.1206, -2.3615, -3.8552], [3.3963, -3.6155, -4.2969], [2.5671, -1.4251, -4.7399], [2.5212, -1.7228, -6.0393], [2.2045, -0.1614, -4.2878], [1.7138, 0.7369, -5.1167], [2.4093, 0.1417, -2.9388], [2.1844, 1.4298, -2.5490], [-1.5128, -1.1226, -2.6340], [-2.8001, -2.2570, -2.2985], [-2.5847, -3.1834, -1.3653], [-3.6159, -4.1025, -0.9465], [-4.5005, -4.4012, -2.1868], [-5.1100, -3.0872, -2.6326], [-3.9718, -2.1809, -2.9420], [-1.6767, -3.0328, -0.9209], [-4.1831, -3.6413, -0.1091], [-3.1520, -5.0388, -0.5938], [-5.2675, -5.1580, -1.9843], [-3.9125, -4.8436, -3.0309], [-5.7056, -2.6339, -1.8379], [-5.7668, -3.1826, -3.5106], [-4.1766, -1.2901, -3.4374], [-4.1930, -1.6243, 0.8936], [-3.3564, -0.7629, 1.2953], [-3.0201, 0.3165, 0.7016], [-2.7416, -1.0277, 2.6568], [-3.0337, -2.2444, 3.3338], [-2.3360, -2.6284, 4.4691], [-1.3375, -1.7506, 4.8949], [-0.3984, -1.9233, 5.8643], [0.3367, -0.6817, 5.9689], [-0.2215, 0.1677, 4.9267], [-1.2206, -0.5138, 4.3161], [-1.8824, -0.0712, 3.2152], [-3.7810, -2.8906, 2.8558], [-2.5286, -3.5374, 4.9840], [1.4174, -0.8685, 5.8078], [0.1599, -0.2584, 6.9729], [-1.8075, 0.9738, 2.9125]], "mulliken_charge": [2.02, -0.80, -0.04, -0.01, 0.02, 1.11, -0.75, -0.83, -1.03, 1.08, -0.56, -0.96, 0.21, -0.07, -0.16, 0.44, 0.14, 0.41, 0.39, 0.38, 0.42, 0.42, 0.08, -0.41, 0.09, 0.15, 0.45, -0.31, 0.13, -0.29, 0.70, -0.29, 0.16, -0.31, -0.13, -0.38, 0.17, 0.23, -0.34, 0.38, -0.31, 0.43, -0.31, 0.17, -0.32, -0.33, -0.36, 0.33, -0.02, -0.36, 0.28, -0.30, 0.53, -0.30, 0.14, -0.32, 0.45, -0.28, -0.43, 0.05, 0.12, -0.34, -0.77, -0.50, -0.13, 0.01, 0.18, 0.39, 0.38, 0.28, 0.29, 0.39, 0.28, -0.82, 0.17, -0.75, 0.36, -0.81, -0.86, 0.64, -0.50, -0.18, -0.51, 1.26, -1.02, 0.41, 0.49, 0.22, 0.24, 0.47]}

***

{"formula": "C27H58HgNO11S5", "method": "ωB97M-V with the def2-TZVPD basis set", "e_above_lowest_kj_mol": 243.4, "multiplicity": 1, "homo_ev": -9.832, "e_lumo_ev": -5.78, "charge": 1, "species": ["Hg", "C", "O", "H", "H", "H", "C", "C", "N", "C", "C", "C", "C", "H", "H", "H", "H", "H", "H", "H", "H", "H", "H", "H", "H", "H", "H", "H", "C", "C", "C", "S", "O", "O", "C", "H", "H", "H", "H", "H", "H", "H", "H", "C", "C", "C", "S", "O", "O", "C", "H", "H", "H", "H", "H", "H", "H", "H", "C", "C", "C", "S", "O", "O", "C", "H", "H", "H", "H", "H", "H", "H", "H", "C", "C", "C", "S", "O", "O", "C", "H", "H", "H", "H", "H", "H", "H", "H", "C", "C", "C", "S", "O", "O", "C", "H", "H", "H", "H", "H", "H", "H", "H"], "positions_angstrom": [[1.1054, 3.3007, 1.6592], [0.1732, 0.6131, -0.7725], [0.6413, 1.3439, 0.3490], [-0.7365, 0.9636, -1.2602], [0.9530, 0.6072, -1.5341], [-0.0629, -0.4239, -0.5341], [-1.3616, -2.9360, -1.3235], [-2.6028, -3.0781, -0.5119], [-2.3795, -4.0532, 0.5250], [-1.3702, -3.7858, 1.5869], [-0.7227, -5.0208, 2.1541], [-3.6143, -4.5577, 1.1841], [-4.5866, -5.1229, 0.1324], [-0.9820, -3.8037, -1.8630], [-0.5275, -2.4442, -0.8230], [-1.6583, -2.3378, -2.1851], [-2.8191, -2.1081, -0.0642], [-3.3347, -3.3274, -1.2802], [-0.5001, -3.2120, 1.2677], [-1.8729, -3.1930, 2.3510], [-0.1531, -4.7472, 3.0423], [-1.4261, -5.7179, 2.6095], [-0.1042, -5.5062, 1.3992], [-4.0907, -3.8459, 1.8582], [-3.3728, -5.3239, 1.9208], [-5.1143, -4.3148, -0.3741], [-5.4057, -5.6460, 0.6260], [-4.1155, -5.8060, -0.5744], [5.9443, -2.1079, -3.0012], [5.3846, -0.7728, -2.5392], [3.9038, -0.8903, -2.1773], [3.7189, -2.5478, -1.4193], [2.5422, -3.2620, -1.9600], [3.8690, -2.4364, 0.0855], [5.3235, -3.1994, -2.0975], [7.0196, -2.1274, -2.8241], [5.7111, -2.2165, -4.0604], [5.5924, -0.1144, -3.3826], [5.9976, -0.4239, -1.7081], [3.2953, -1.0163, -3.0728], [3.3349, -0.2100, -1.5436], [4.9906, -4.0970, -2.6186], [5.8639, -3.4796, -1.1933], [2.4732, 3.3359, -3.9289], [3.1974, 2.2392, -3.1315], [4.2583, 2.9672, -2.2055], [3.1802, 4.2889, -1.4496], [4.0350, 5.4790, -1.3010], [2.3267, 3.8701, -0.3052], [1.9931, 4.3203, -2.9192], [1.6634, 2.9811, -4.5664], [3.1447, 3.8017, -4.6502], [3.6842, 1.6487, -3.9076], [2.3498, 1.7005, -2.7080], [5.0264, 3.4306, -2.8247], [4.6965, 2.3852, -1.3947], [1.8137, 5.3795, -3.1038], [1.0227, 3.9540, -2.5843], [-4.6940, -1.0577, 2.9875], [-3.5254, -0.0782, 3.2320], [-2.8602, 0.4692, 1.9760], [-4.2550, 0.5421, 0.7401], [-3.8295, 0.1513, -0.5984], [-5.0062, 1.7605, 0.8825], [-5.2605, -0.8470, 1.5662], [-5.4437, -0.8506, 3.7511], [-4.4414, -2.1164, 3.0453], [-2.7565, -0.5906, 3.8103], [-3.8595, 0.7831, 3.8105], [-2.0671, -0.2146, 1.6737], [-2.3309, 1.3733, 2.2768], [-4.9324, -1.6725, 0.9346], [-6.3306, -0.7192, 1.4029], [-2.3928, 4.3243, -2.5873], [-2.0432, 5.8197, -2.7305], [-1.1576, 6.2434, -1.5822], [-1.5640, 5.1005, -0.1666], [-2.3677, 5.7505, 0.8603], [-0.4241, 4.2516, 0.1302], [-2.7493, 3.9687, -1.0802], [-1.6071, 3.6297, -2.8844], [-3.2385, 4.1462, -3.2514], [-2.9597, 6.4096, -2.7397], [-1.4747, 5.9523, -3.6510], [-1.0755, 7.2574, -1.1909], [-0.1199, 6.0251, -1.8343], [-3.7323, 4.4064, -0.9063], [-2.8289, 2.9268, -0.7700], [2.7925, -1.3284, 3.7679], [1.5090, -2.1305, 3.7244], [0.4086, -1.2164, 3.2536], [0.7571, 0.3780, 4.1136], [0.0827, 0.2861, 5.4400], [0.5366, 1.5092, 3.2468], [2.5487, 0.0074, 4.3739], [3.1221, -1.1804, 2.7395], [3.6554, -1.7951, 4.2429], [1.2944, -2.5357, 4.7133], [1.6488, -3.0480, 3.1527], [-0.6311, -1.3940, 3.5286], [0.5135, -1.0199, 2.1866], [2.7174, 0.0851, 5.4480], [3.0572, 0.8409, 3.8893]], "mulliken_charge": [1.62, 0.35, -0.10, 0.22, -0.22, -0.56, -1.34, 0.15, 0.23, 0.50, -1.64, 0.35, -1.50, 0.35, -0.16, 0.53, -0.13, 0.42, 0.17, -0.16, 0.36, 0.39, 0.32, -0.40, 0.43, 0.34, 0.46, 0.33, -0.72, -0.52, -0.40, 1.17, -0.66, -0.67, -0.81, 0.32, 0.32, 0.26, 0.40, 0.35, 0.14, 0.40, 0.38, -1.26, 0.33, -0.71, 0.69, -0.64, -0.52, -0.10, 0.51, 0.36, 0.39, -0.36, 0.42, 0.38, 0.62, -0.25, -0.73, -0.58, -0.11, 1.01, -0.60, -0.71, -0.24, 0.35, 0.21, 0.21, 0.48, -0.13, 0.44, -0.13, 0.56, -0.57, -0.61, -0.31, 0.96, -0.68, -0.50, -0.46, 0.21, 0.45, 0.34, 0.36, 0.48, -0.17, 0.42, 0.02, -0.46, -0.72, 0.37, 0.96, -0.66, -0.44, -0.88, 0.06, 0.49, 0.33, 0.36, -0.08, -0.18, 0.33, 0.43]}